Run i
The following is a quantum chemistry calculation of one molecule with the formula C3H9NOS, from OMol25.

Results
Gap between HOMO and LUMO (spin up / spin down) (hartree): 0.3152 / 0.3153
SMILES: C=[S@](C)(=O)NC

Positions of all 15 atoms, in Å:
C (0.2285, -0.0107, 2.0031)
C (0.7797, -1.0940, -1.2126)
C (-1.1275, 1.6594, -0.0063)
N (-0.6398, -1.0746, -1.0743)
O (-2.2430, -0.4347, 1.3350)
S (-0.9638, -0.0106, 0.8111)
H (0.3220, -0.8810, 2.6292)
H (0.9979, 0.2949, 1.3150)
H (1.3938, -1.3257, -0.3196)
H (1.3292, -1.4869, -2.1947)
H (0.9258, -0.0096, -1.4344)
H (-1.5156, 2.2377, 0.7783)
H (-0.1904, 2.1099, -0.2660)
H (-1.8155, 1.6613, -0.8288)
H (-1.1769, -1.8920, -0.8358)

Run ii
The following is a quantum chemistry calculation of one molecule with the formula C3H9NOS, from OMol25.

Results
Gap between HOMO and LUMO (hartree): 0.3714

Positions of all 15 atoms, in Å:
C (1.6724, 1.4026, 0.4040)
C (0.7484, 0.7565, -0.6850)
C (-2.1025, -2.1086, -0.1979)
N (-0.4459, 0.0829, -0.2640)
O (-2.4152, -0.1713, -1.9073)
S (-1.2593, -0.9646, -1.3873)
H (2.6283, 1.7355, 0.0744)
H (1.9873, 0.6512, 1.2377)
H (0.6175, 1.6638, -1.4296)
H (1.1150, 2.3326, 0.7166)
H (1.3673, 0.0031, -1.0344)
H (-2.1671, -1.7231, 0.7653)
H (-3.0990, -2.3191, -0.5466)
H (-1.5544, -3.0259, -0.0536)
H (-0.9904, 0.4255, 0.5201)

Least stable structure: run i

Run i
The following is a quantum chemistry calculation of a 2-piece molecular cluster, C5H8S overall, from OMol25.

Results
Gap between HOMO and LUMO (spin up / spin down) (hartree): 0.2931 / 0.2960

Positions of all 14 atoms, in Å:
C (-2.0933, -1.8687, 1.4300)
C (1.5569, -0.2709, -1.3234)
C (-0.8663, -1.6396, 1.1690)
C (1.0073, 0.4371, -0.3614)
C (0.6490, 3.0234, -0.8365)
S (1.4266, 2.0063, 0.2630)
H (-2.3528, -2.1613, 2.4416)
H (-3.0028, -1.7810, 0.7369)
H (2.1698, 0.0271, -2.1496)
H (1.0818, -1.3438, -1.3482)
H (-0.0917, -1.6481, 1.9357)
H (-0.4641, -1.3964, 0.1754)
H (0.9097, 2.9384, -1.8755)
H (0.0699, 3.6776, -0.2570)

Run ii
The following is a quantum chemistry calculation of a 2-piece molecular cluster, C5H8S overall, from OMol25.

Results
Gap between HOMO and LUMO (hartree): 0.3190
SMILES: C=C=CC.C=S

Positions of all 14 atoms, in Å:
C (-1.0000, -1.0999, 0.5357)
C (1.9887, -0.4012, -1.5176)
C (-0.4567, -0.7637, -0.8307)
C (0.8134, -0.6135, -1.0628)
C (-0.5809, 1.8801, 1.3962)
S (0.2914, 1.9649, 0.0688)
H (-2.1959, -1.0754, 0.5994)
H (-0.4650, -1.9794, 0.8658)
H (2.3961, 0.5569, -1.5101)
H (2.5847, -1.1781, -1.7722)
H (-1.1774, -0.7480, -1.5700)
H (-0.6654, -0.2937, 1.1126)
H (-1.5529, 2.0676, 1.3637)
H (0.0199, 1.6835, 2.3213)

Least stable structure: run i

Run i
The following is a quantum chemistry calculation of one molecule with the formula C5H8S, from OMol25.

Results
Gap between HOMO and LUMO (hartree): 0.3659
SMILES: C=CC(S)C=C

Positions of all 14 atoms, in Å:
C (-0.0143, 0.0622, 0.4731)
C (0.7016, -0.9573, -0.3433)
C (1.6385, -1.8122, 0.1354)
C (-1.5059, 0.0061, 0.4471)
C (-2.1423, -0.8307, -0.3202)
H (0.0838, 1.4784, -1.3110)
H (0.2993, -0.0279, 1.4834)
H (0.6616, -0.9259, -1.4263)
H (1.5817, -1.8897, 1.2138)
H (2.2977, -2.4590, -0.3632)
H (-2.0329, 0.7219, 1.0417)
H (-3.2571, -0.8506, -0.3627)
H (-1.6284, -1.5381, -0.9652)
S (0.6205, 1.6677, -0.1040)

Run ii
The following is a quantum chemistry calculation of a 2-piece molecular cluster, C5H8S overall, from OMol25.

Results
Gap between HOMO and LUMO (hartree): 0.3127

Positions of all 14 atoms, in Å:
C (0.2892, 0.0092, 1.4319)
C (0.3768, 0.8544, 2.3070)
C (-0.1838, -1.2117, -1.8023)
C (0.2475, 1.8860, 3.3061)
C (-0.0309, -1.8312, -3.1629)
S (-0.7911, 0.3398, -1.6868)
H (0.4871, -0.7454, 0.7570)
H (-0.5144, 0.5131, -0.2480)
H (-0.0367, 1.4139, 4.3211)
H (1.1561, 2.4378, 3.3901)
H (-0.6904, 2.5236, 3.0335)
H (1.1385, -2.1157, -3.1739)
H (-0.6355, -2.7963, -3.1228)
H (-0.2825, -1.2205, -4.1363)

Least stable structure: run ii

Run i
The following is a quantum chemistry calculation of one molecule with the formula C5H8S, from OMol25.

Results
Gap between HOMO and LUMO (hartree): 0.3138
SMILES: CC1CC(=S)C1

Positions of all 14 atoms, in Å:
C (2.6974, -0.0075, -0.3970)
C (1.4512, -0.0420, 0.4383)
C (0.3393, -1.0903, 0.1492)
C (-0.7184, 0.0295, 0.0698)
C (0.3568, 1.0596, 0.1846)
H (3.5178, -0.6295, -0.0229)
H (2.4167, -0.1968, -1.4701)
H (3.1340, 1.0456, -0.4888)
H (1.7181, -0.0343, 1.5126)
H (0.5453, -1.4894, -0.8651)
H (0.0843, -1.8398, 0.8828)
H (0.1448, 1.8199, 0.9296)
H (0.5692, 1.5642, -0.7702)
S (-2.3055, 0.0040, -0.1485)

Run ii
The following is a quantum chemistry calculation of one molecule with the formula C5H8S, from OMol25.

Results
Gap between HOMO and LUMO (hartree): 0.2939
SMILES: C=C(C=S)CC

Positions of all 14 atoms, in Å:
C (-0.5054, 2.1782, -1.2446)
C (0.5617, 1.6871, -0.1915)
C (-0.0268, 0.4385, 0.4105)
C (-0.6707, 0.5008, 1.5771)
C (0.5348, -0.7489, -0.2219)
H (-1.4177, 2.6955, -0.7733)
H (-0.8639, 1.2380, -1.8670)
H (-0.0310, 2.9691, -1.8597)
H (0.8172, 2.3176, 0.8544)
H (1.6776, 1.5458, -0.4481)
H (-0.8850, 1.3073, 2.3028)
H (-1.0966, -0.4152, 1.8401)
H (1.6743, -0.8330, -0.8716)
S (0.0478, -2.1975, -0.0722)

Least stable structure: run ii

Run i
The following is a quantum chemistry calculation of one molecule with the formula C2H2O3S, from OMol25.

Results
Gap between HOMO and LUMO (hartree): 0.3634

Positions of all 8 atoms, in Å:
C (-0.2878, 0.2005, -1.0160)
C (-0.3652, 0.7406, 0.1897)
O (-0.1559, -1.0187, 2.0966)
O (0.6033, -0.7430, -1.2777)
O (1.4074, -0.9238, 0.0333)
S (0.7331, -0.1705, 1.3396)
H (-0.8755, 0.4333, -1.8904)
H (-1.0594, 1.4817, 0.5247)

Run ii
The following is a quantum chemistry calculation of a 2-piece molecular cluster, C2H2O3S overall, from OMol25.

Results
Gap between HOMO and LUMO (hartree): 0.3140

Positions of all 8 atoms, in Å:
C (-0.7285, -1.1327, -1.1477)
C (-0.3560, -0.3504, -0.2254)
O (-4.0975, -1.8773, -0.6713)
O (-2.3814, -3.4573, 0.0241)
O (-1.1832, -1.6318, -2.0883)
S (-3.3676, -3.0876, -0.9761)
H (-1.2962, -0.0272, 0.3129)
H (0.6173, -0.0790, 0.1660)

Least stable structure: run i

Run i
The following is a quantum chemistry calculation of one molecule with the formula C2H2O3S, from OMol25.

Results
Gap between HOMO and LUMO (hartree): 0.3554
SMILES: O=C(O)C(=O)S

Positions of all 8 atoms, in Å:
C (0.3336, 0.4625, -0.0750)
C (-1.1003, -0.0632, -0.0473)
H (1.3465, -1.8180, -0.0015)
H (-2.1705, -1.3313, 0.2500)
O (0.5394, 1.6661, 0.2907)
O (-1.2408, -1.4254, 0.2279)
O (-2.0300, 0.7070, -0.2555)
S (1.7047, -0.4267, -0.1012)

Run ii
The following is a quantum chemistry calculation of one molecule with the formula C2H2O3S, from OMol25.

Results
Gap between HOMO and LUMO (hartree): 0.4007
SMILES: C=C1OS1(=O)=O

Positions of all 8 atoms, in Å:
C (0.0176, -1.4251, 0.1964)
C (0.0239, -0.1326, 0.0467)
O (-1.6152, -3.5932, 0.3902)
O (0.3326, -3.7787, -1.1321)
O (0.5689, -2.3751, 1.0178)
S (-0.4354, -3.0393, -0.1864)
H (-0.5424, 0.3380, -0.7352)
H (0.5976, 0.5023, 0.7033)

Run iii
The following is a quantum chemistry calculation of one molecule with the formula C2H2O3S, from OMol25.

Results
Gap between HOMO and LUMO (hartree): 0.3468
SMILES: O=CC=S(=O)=O

Positions of all 8 atoms, in Å:
C (-0.8559, 0.5346, -0.2906)
C (-0.3086, -0.7781, -0.0633)
O (-1.1147, -3.2763, -0.1025)
O (-2.0593, 0.7515, -0.3458)
O (-2.7360, -1.4570, -0.7250)
S (-1.4982, -1.9238, -0.3426)
H (-0.0591, 1.2516, -0.3309)
H (0.7191, -0.9406, -0.0778)

Run iv
The following is a quantum chemistry calculation of one molecule with the formula C2H2O3S, from OMol25.

Results
Gap between HOMO and LUMO (hartree): 0.3587

Positions of all 8 atoms, in Å:
C (0.2918, -0.1430, 0.1726)
C (1.6058, 0.0114, 0.1228)
O (-2.7444, -0.0224, -0.8741)
O (-0.5724, 1.0800, 0.1923)
O (-0.6242, -1.1237, 0.1244)
S (-1.9297, -0.0011, 0.2856)
H (2.2632, -0.8480, -0.0279)
H (1.7099, 1.0470, 0.0043)

Least stable structure: run ii